# C22H36F6O20PS3

A cluster of 8 separate species, C22H36F6O20PS3 in total (the ωB97M-V functional and the def2-TZVPD basis, the OMol25 dataset).

Multiplicity: 2
LUMO energy (spin up / spin down), eV: -2.72 / -7.49
HOMO-LUMO gap (spin up / spin down), eV: 6.9 / 2.1
E_HOMO (spin up / spin down), hartree: -0.3532 / -0.3532

Structure (XYZ):
```
88
Properties=species:S:1:pos:R:3:forces:R:3:mulliken_charge:R:1
S -4.497 -2.829 -2.664 -2.1225 0.7868 -0.6330 1.076
S 1.591 6.535 -2.106 0.7887 0.0710 -2.3587 0.998
S -2.841 6.135 2.842 -1.3137 2.9946 -2.6472 1.001
P 0.541 0.661 -0.661 1.0929 -0.8495 -1.0494 1.740
F 0.241 1.863 0.474 1.2107 -0.3075 -0.6782 -0.413
F 1.987 1.221 -1.231 -0.7127 0.7356 1.3618 -0.499
F -0.189 1.532 -1.794 -0.2436 -0.1422 0.7983 -0.375
F 1.423 -0.197 0.483 -0.4514 1.0466 -0.1711 -0.380
F -0.804 -0.034 -0.126 -0.3818 0.0876 0.0525 -0.482
F 0.730 -0.570 -1.689 -0.2019 -0.1351 0.2239 -0.499
O 0.938 -3.394 2.586 -0.4463 0.8462 -0.3088 -0.388
O 5.191 1.651 2.325 -1.1235 0.2930 -0.1193 -0.188
O -3.760 6.540 1.715 2.9432 -1.8584 3.7580 -0.533
O -5.323 -3.960 -3.102 2.0841 2.2004 1.5915 -0.562
O -3.480 4.809 3.606 -1.0823 1.5671 -0.9780 -0.315
O -5.312 -1.924 -1.527 -0.3324 -0.9416 -0.7594 -0.421
O 3.824 1.132 3.922 2.3693 -1.4159 0.3613 -0.288
O -0.264 -4.705 -0.356 -2.3749 0.5345 1.2915 -0.500
O 0.678 6.403 -3.230 1.2769 0.0339 2.2155 -0.514
O -3.391 -3.277 -1.536 -0.3317 -0.5605 -2.0163 -0.228
O -2.408 7.189 3.761 -0.7317 -2.6654 -1.4121 -0.524
O 0.341 -5.593 2.848 -0.2445 2.8974 0.7868 -0.613
O 0.266 -3.448 -7.161 -0.2266 2.4474 2.1066 -0.588
O 0.744 6.377 -0.683 0.8514 2.2985 -1.9192 -0.346
O 2.614 7.580 -2.207 -2.3860 -1.6726 1.3472 -0.531
O -4.033 -1.930 -3.735 -0.0374 -1.7912 2.7115 -0.532
O 2.422 5.110 -1.903 -0.4906 1.8909 -1.5198 -0.378
O 1.115 -5.394 -1.844 1.3098 -2.2239 -3.1815 -0.381
O -1.465 5.372 2.225 -2.0880 1.0225 1.4476 -0.273
O 0.537 -1.483 -5.904 1.3283 -2.1343 -3.5953 -0.379
C -0.809 -3.200 -4.936 0.1586 0.6400 -1.3671 -0.564
C 0.927 5.098 -0.176 1.1724 -1.5518 0.3114 0.080
C 2.033 -3.909 -0.398 -0.0738 1.3086 -0.3293 0.711
C 1.964 2.409 3.675 0.3507 -0.4042 -0.3214 -0.459
C -1.346 -3.815 2.862 -0.1169 -0.5866 1.1587 -0.045
C 0.041 -4.404 2.871 0.5446 -2.1882 -2.1451 0.336
C 0.035 -2.763 -6.168 0.0111 -1.8126 -0.9493 0.439
C -3.272 -2.366 -0.498 0.0238 3.0319 1.4828 0.393
C -0.196 -2.333 -3.918 -0.4043 0.6599 2.1543 1.290
C 0.806 -4.657 -0.846 1.6593 0.3043 1.9906 0.469
C 2.406 4.777 -0.573 -0.5379 -1.7198 2.0028 -0.160
C 4.016 1.706 2.819 0.7388 0.3077 0.1180 0.464
C -1.737 3.982 2.396 0.5501 -0.4552 -0.9728 0.478
C 2.391 -5.021 -2.420 -0.3204 0.5944 -1.1515 -0.659
C -1.132 -2.354 2.994 -0.3711 1.2164 0.0718 -0.734
C 2.801 -3.751 -1.699 0.1596 0.3157 -0.2055 -0.313
C -4.357 -1.259 -0.623 -0.9529 -1.1019 -2.6086 -0.323
C 0.198 -2.146 2.307 -0.4276 0.2292 0.8804 1.517
C 0.216 -1.048 -4.661 -1.7852 -0.6753 2.6223 -0.368
C -2.515 3.815 3.686 2.7462 -0.5451 0.4782 -0.395
C 2.817 2.450 2.366 -0.8616 0.5278 -0.1825 0.713
C 2.455 1.089 4.318 -0.7278 1.7127 0.8077 -0.352
H -1.890 -4.230 3.711 -0.3618 -0.2426 -0.4323 0.445
H -2.724 2.752 3.804 -1.5555 0.2508 -0.2677 0.408
H 2.703 3.730 -0.510 -0.7746 -0.4054 -0.2261 0.099
H -4.853 -0.924 0.288 -0.0339 -0.4188 -0.1363 0.326
H 0.889 2.556 3.576 0.1344 -0.4367 -0.5156 0.158
H 0.657 -1.272 2.769 0.7661 -0.3653 0.0821 -0.558
H -1.798 -4.001 1.888 -0.0063 -0.5944 0.1310 -0.107
H 2.291 3.229 4.314 0.1179 -0.0797 0.1273 0.405
H 2.516 1.303 5.385 -0.3447 -0.9258 0.0744 0.337
H 0.964 -0.523 -4.067 0.3396 0.1060 -0.7864 0.326
H -0.789 3.468 2.239 -0.0166 -0.1461 0.5568 -0.505
H 2.695 -4.488 0.246 -0.6949 -0.0103 0.5950 0.435
H -3.388 -2.807 0.492 0.1852 -0.6376 -0.3603 0.222
H -0.928 -2.066 -3.156 0.1653 -0.0575 0.2684 -0.181
H 0.294 4.392 -0.715 -0.1280 -0.1458 0.1167 0.232
H 0.652 5.135 0.877 0.3213 -0.0530 -0.0208 0.202
H -1.060 -1.963 4.008 -0.1537 -0.4287 0.2696 0.324
H 3.179 -5.774 -2.423 -0.5491 -0.5022 0.4856 0.324
H 2.331 1.876 1.578 -0.0174 -0.0297 -0.4893 -0.324
H -1.936 -1.801 2.509 0.0837 0.1911 -0.0693 0.329
H 3.074 3.459 2.042 -0.0625 -0.1462 -0.2447 0.204
H -0.796 -4.264 -4.699 0.0861 0.1255 -0.4407 0.319
H -0.680 -0.441 -4.786 -0.0272 0.4650 0.4676 0.277
H 2.146 -4.797 -3.458 0.2365 -0.2035 -0.1257 0.356
H 0.593 -2.895 -3.417 0.4567 0.5027 -0.0104 -0.914
H -1.977 4.051 4.603 0.8068 -0.0545 -0.0981 0.373
H 2.138 0.088 4.027 -0.7136 0.3826 0.0693 0.264
H 0.013 -1.809 1.287 0.6891 -1.1734 -0.4111 -0.498
H -2.352 3.674 1.551 -0.2887 -0.1981 0.0417 0.254
H 3.195 5.212 0.040 -0.1422 1.1751 -0.0559 0.343
H 3.882 -3.686 -1.575 -0.0718 -0.0058 0.0797 0.471
H -4.114 -0.416 -1.269 0.9127 0.3170 0.7069 0.262
H 2.486 -2.887 -2.285 -0.0681 0.1086 0.2032 -0.064
H -2.385 -1.735 -0.545 0.7454 -0.9126 -0.0426 -0.229
H 1.642 -2.979 0.015 0.7116 -0.0041 0.3884 -0.785
H -1.830 -2.840 -5.054 -0.2155 -0.3107 -0.4832 0.264
```
Positions in Å, forces in eV/Å.

***

# C31H49N2O25P

A cluster of 10 separate species, C31H49N2O25P in total (the ωB97M-V functional and the def2-TZVPD basis, the OMol25 dataset).

LUMO energy, eV: -0.09
SMILES: CCOP(=O)(OCC)OCC.O=C1OCCO1.O=C1OCCO1.O=C1OCCO1.O=C1OCCO1.O=C1OCCO1.O=C1OCCO1.O=C1OCCO1.CC#N.CC#N
HOMO-LUMO gap, eV: 9.9
E_HOMO, hartree: -0.3673

Structure (XYZ):
```
108
Properties=species:S:1:pos:R:3:forces:R:3:mulliken_charge:R:1
P 3.002 -4.655 -2.898 0.6935 0.0772 0.7889 0.976
O -3.428 0.814 2.039 -1.6802 0.8543 1.6388 -0.283
O 1.673 -5.500 -2.790 0.2360 -0.9063 0.9345 -0.251
O -1.196 3.276 2.372 -0.4136 -0.9569 0.7396 0.294
O -3.135 1.146 4.193 0.4734 0.2059 2.7823 -0.222
O 0.435 0.306 5.810 -1.3700 -0.1195 -0.0975 -0.391
O -1.004 -1.425 2.382 -0.3275 0.2184 -1.6008 0.110
O 0.909 4.212 -3.207 2.4206 0.6253 1.3813 -0.318
O 2.137 -1.203 6.017 -2.2531 4.5527 -2.6424 -0.650
O 1.779 1.256 -5.168 -0.3519 0.6730 0.8296 -0.552
O -2.267 -0.044 -3.410 -2.5751 0.4681 2.4804 -0.550
O 1.192 4.856 -1.081 -1.8141 -1.9285 -1.6756 -0.623
O -4.949 1.899 3.364 -2.6549 -1.0769 -4.2966 -0.393
O -1.754 4.201 4.417 -0.5502 -1.4605 -2.9688 -0.626
O -0.803 4.031 -1.815 0.6665 1.3260 1.5958 -0.138
O -3.620 1.154 -1.968 0.7554 0.9235 0.1034 -0.255
O 3.758 1.696 -4.148 -1.9829 0.2844 -1.3035 -0.388
O 2.974 -3.656 -3.951 -0.3998 1.1708 -0.1966 -0.696
O 2.027 1.063 -2.899 -1.3090 0.1228 -0.1677 -0.109
O 2.157 0.533 4.469 1.2698 -0.9741 1.3285 -0.344
O 4.151 -5.701 -3.160 -0.1937 -0.4995 1.2841 -0.305
O -3.958 -1.025 -2.223 0.2816 0.2999 0.6986 -0.362
O -2.239 5.189 2.462 -1.2345 0.2824 4.1181 -0.409
O -1.906 -1.825 0.327 0.0885 -1.2244 3.4102 -0.432
O -2.399 -3.179 2.174 0.8283 1.6358 -1.4296 -0.357
O 3.283 -4.172 -1.372 0.6455 -0.4190 -2.1527 -0.379
N 1.441 0.838 0.627 0.0887 -0.0071 0.2559 -1.085
N 5.153 3.694 -0.193 -1.7731 0.2008 1.4425 -0.540
C 0.078 1.422 4.966 0.0671 0.9018 1.0630 0.549
C -4.706 -0.600 -1.063 -1.5095 -0.5039 -0.3598 -0.181
C 0.465 0.805 0.025 0.3256 0.3257 -0.1737 -0.127
C 5.404 -7.341 -4.401 -0.4475 0.8243 0.2762 -1.187
C -4.794 0.906 -1.201 -0.6380 -2.1218 -0.0756 -0.258
C -3.187 0.005 -2.589 1.4144 -0.0272 -1.9733 0.630
C -1.279 3.654 -3.034 -0.9790 -2.1242 -3.1411 0.259
C -5.001 2.496 4.577 0.3613 1.3453 1.2845 -0.334
C -0.143 3.960 -4.004 -2.0644 -1.6082 -2.7291 -0.511
C -0.865 -2.083 3.608 0.1477 -0.9822 0.6718 0.085
C 4.248 1.589 -2.863 1.2341 1.0262 1.3356 -0.431
C -1.801 4.113 3.183 1.2745 3.2941 2.9114 0.326
C 2.990 -2.830 -0.974 -2.8962 -0.9841 1.5884 -0.560
C 2.400 1.395 -4.161 2.2422 -1.2324 -0.2111 0.494
C 3.043 4.057 1.299 0.5852 0.1639 0.2492 0.100
C -0.743 -5.745 -2.554 -0.5616 -1.3261 0.5686 -1.375
C 1.333 1.602 4.162 -1.1064 0.9361 -2.5135 0.540
C 0.498 4.343 -1.967 2.2219 2.9987 3.2078 0.628
C -2.054 -3.075 3.543 0.2520 0.1390 0.9576 -0.482
C -2.055 5.071 1.142 0.3229 -0.9705 -2.7951 -0.146
C 0.405 -4.893 -2.919 -0.5271 1.5976 -1.9051 0.136
C 4.230 3.859 0.503 2.3495 0.1359 -2.1345 0.202
C -3.845 1.238 3.120 1.7249 -1.0402 -3.4174 0.310
C -0.756 0.804 -0.732 -0.8394 -0.3004 -0.5820 1.930
C 3.054 1.307 -1.964 1.6959 -0.4762 0.1449 0.850
C -1.616 3.589 1.053 0.5320 0.1271 -1.7138 0.981
C 4.009 -6.812 -4.051 -0.2398 0.3198 -0.6494 -0.161
C 1.611 -0.175 5.461 2.8353 -4.7656 2.3910 0.591
C 1.798 -3.039 0.079 1.5864 1.2014 -0.3957 -0.537
C -1.782 -2.131 1.517 -0.2725 0.7521 -1.9894 0.215
C -3.899 1.788 5.253 1.7104 -0.0267 2.2507 -0.490
H 3.875 -2.397 -0.509 -0.1715 0.0967 -0.2006 0.398
H -2.155 4.123 -3.482 -0.3696 0.3909 1.1551 0.410
H 1.762 2.600 4.246 0.5033 -0.2877 0.3267 0.189
H -0.820 -0.065 -1.388 0.0948 -0.2733 0.4015 0.848
H 3.279 -7.540 -3.699 0.4008 -0.1642 0.6747 0.322
H 1.093 1.415 3.116 -0.0020 0.6164 -0.2082 -0.269
H -2.850 -2.571 4.092 -0.4193 -0.4645 -0.0382 0.242
H -4.756 3.539 4.377 -0.3181 0.2880 0.6005 0.243
H -4.254 1.065 5.988 0.1804 -0.3671 -0.3113 0.464
H 0.115 3.111 -4.638 -0.2263 -0.1169 -0.0576 0.294
H -5.709 1.115 -1.756 0.3276 0.5272 -0.4377 0.436
H -0.921 -1.370 4.431 -0.4498 0.0185 -0.1000 -0.008
H -0.592 -6.754 -2.939 -0.0652 -0.0699 -0.1356 0.360
H -0.797 1.334 4.322 0.0029 -0.8867 0.3287 -0.393
H 1.347 -2.058 0.229 -0.0379 0.0521 0.3920 -0.033
H -2.997 5.272 0.631 -0.0268 -0.2547 -0.2011 0.299
H 2.805 2.041 -1.198 -0.1793 0.2202 -0.5409 -0.716
H 5.738 -6.721 -5.233 0.1016 -0.6880 -0.4860 0.322
H 4.751 2.506 -2.554 0.0711 0.0671 -0.1905 0.358
H -0.129 2.248 5.647 0.0580 0.0557 -0.0898 0.253
H -0.403 4.773 -4.681 0.3095 0.4271 0.2423 0.258
H 2.256 -3.398 1.001 -0.3788 -0.0945 0.1009 0.384
H -3.274 2.509 5.780 0.3749 -0.2971 -0.1147 0.254
H 5.359 -8.418 -4.559 0.3019 0.2073 -0.3987 0.316
H -0.754 3.403 0.412 -0.2963 0.1234 0.0545 -0.715
H 1.003 -3.700 -0.267 0.3749 -0.1537 -0.2260 0.167
H -4.304 -0.966 -0.119 0.4948 0.0252 -0.3382 0.033
H 0.282 -3.896 -2.497 0.6458 -0.0065 0.7316 0.145
H -5.738 -0.934 -1.177 0.1943 -0.6952 0.0754 0.378
H -1.468 2.582 -2.983 -0.2370 -0.0478 -0.3272 -0.217
H -1.349 5.819 0.782 0.3992 -0.2524 -0.0210 0.252
H 3.524 -6.429 -4.949 0.1385 0.0585 -0.2950 0.321
H 2.308 3.411 0.819 -0.4208 0.0920 0.7615 -0.370
H -5.932 2.358 5.127 -0.1898 0.1416 -0.5179 0.297
H -4.971 1.232 -0.176 1.2170 1.1440 -0.1321 0.160
H -1.661 -5.356 -2.996 0.1024 0.1250 -0.0651 0.397
H 2.747 5.105 1.337 -0.1210 -0.1090 -0.4554 0.348
H -2.444 2.938 0.774 0.0273 -0.0666 0.0365 -0.298
H -1.587 0.806 -0.026 -0.0959 -0.1712 -0.1058 -0.443
H 0.135 -2.509 3.699 -0.0192 -0.3869 -0.3071 0.246
H 2.512 -2.219 -1.740 0.8219 -0.0567 -0.5365 0.339
H 4.975 0.779 -2.797 -0.0207 -0.0616 -0.2254 0.276
H 3.443 0.429 -1.448 -1.3320 -0.4513 0.3043 0.067
H 6.152 -7.090 -3.649 -0.3494 -0.3419 0.4878 0.312
H -0.936 -5.860 -1.488 0.2300 0.1704 0.1396 0.273
H 3.370 3.820 2.312 -0.6596 -0.5436 0.1476 0.314
H 0.313 -4.655 -3.979 -0.0635 -0.1019 -0.2688 0.276
H -1.903 -4.106 3.863 0.2224 0.3528 0.4443 0.298
H -0.893 1.620 -1.442 0.4882 0.2626 0.5049 -0.857
```
Positions in Å, forces in eV/Å.

***

What is the formula in the second record? C31H49N2O25P